Entry 1:
Density functional theory data (ωB97M-V/def2-TZVPD) for the molecule C3HNS at a distorted geometry.

Geometry as XYZ:
```
6
Properties=species:S:1:pos:R:3:forces:R:3
C 0.1136 -0.3104 0.2813 0.8 -0.2 -1.1
C -0.4507 -0.4340 1.4609 -1.0 0.8 0.5
C 1.0332 -2.0229 1.4623 0.9 -0.8 -0.2
N 0.6227 -2.2170 2.5194 0.0 -0.4 0.6
S 1.4120 -1.4681 -0.0981 -0.4 0.3 0.2
H -0.1476 0.4379 -0.4471 -0.2 0.2 0.0
```
Positions in Å, forces in eV/Å.

Calculated values
HOMO in eV: -10.0
Electronic energy in eV: -15446.937
Charge: 0
Relative energy (zero: lowest compared OMol25 entry of this formula, charge and spin) in kcal per mole: 84.2
LUMO energy in eV: -0.8783
HOMO-LUMO gap in eV: 9.10
Strongest force on any atom in eV Å⁻¹: 1.398
Multiplicity: 1

***

Entry 2:
Density functional theory data (ωB97M-V/def2-TZVPD) for a structure of composition C39H36AsGeN4O3S4W at a distorted geometry.

Geometry as XYZ:
```
89
Properties=species:S:1:pos:R:3:forces:R:3
W 0.6377 -1.4872 0.6202 0.1 0.2 -0.4
N 0.5876 1.6642 0.4370 0.3 0.0 -0.8
N -0.6986 1.9421 -0.0449 -0.3 0.4 0.9
C -1.7147 1.1490 0.3534 0.2 -0.3 -0.9
N -2.9295 1.6996 0.4075 0.0 -0.3 -0.1
S -1.6040 -0.5660 0.4020 -0.6 0.0 0.2
H 0.7953 2.2532 1.2394 -0.1 0.1 0.0
H 1.2428 1.8835 -0.3053 0.1 -0.1 -0.1
H -0.9298 2.9271 -0.1235 0.1 0.0 -0.1
H -3.1207 2.5451 -0.1097 0.0 0.2 0.2
H -3.7024 1.0534 0.4784 0.0 0.0 -0.1
S 0.2375 -4.6833 -2.5994 0.2 0.3 0.1
C 0.3573 -3.2839 -1.9520 -0.5 -0.3 0.3
N 0.3067 -2.2345 -1.3292 0.0 -0.4 -1.2
O 2.6369 -4.6905 1.8179 -0.2 0.0 0.0
S 2.0406 -3.4878 1.3703 1.5 -0.9 0.2
O 1.8249 -2.4071 2.3834 -0.2 0.4 -0.2
O 0.6439 -3.5858 0.8004 -0.6 -0.2 0.0
S 2.9729 -2.3710 0.0038 0.0 0.1 -0.3
C -1.8502 3.4848 4.5057 0.0 0.0 0.0
C -0.4803 3.6474 4.3627 -0.1 0.1 0.0
C 0.2855 2.6455 3.7834 0.2 -0.2 -0.2
C -0.3107 1.4572 3.3690 -0.1 -0.1 -0.6
C -1.6916 1.3107 3.4980 0.0 -0.1 0.0
C -2.4581 2.3202 4.0567 0.0 0.1 0.0
As 0.7337 -0.0787 2.6832 0.0 0.8 3.1
C -0.1590 -1.4085 3.8141 -0.1 -0.1 -0.1
C -0.8896 -2.3696 3.1136 0.1 0.3 0.0
C -1.5128 -3.4149 3.7704 -0.1 0.0 -0.1
C -1.4049 -3.5132 5.1508 0.0 0.0 -0.1
C -0.6898 -2.5575 5.8567 0.0 0.0 0.1
C -0.0725 -1.5061 5.1939 0.1 0.2 -0.1
C 2.4889 0.3753 3.4136 0.0 -0.2 -0.5
C 3.5306 0.3599 2.4903 -0.1 0.0 0.0
C 4.8279 0.6475 2.8871 0.0 0.0 0.0
C 5.0905 0.9312 4.2181 0.0 0.0 0.0
C 4.0535 0.9632 5.1410 0.0 0.0 0.0
C 2.7533 0.7016 4.7402 -0.3 0.0 0.0
H -2.4421 4.2644 4.9662 0.0 0.0 0.0
H -0.0076 4.5562 4.7113 0.0 0.0 0.0
H 1.3549 2.7776 3.6664 0.0 0.0 0.1
H -2.1672 0.3924 3.1713 0.0 0.0 0.1
H -3.5294 2.1999 4.1518 0.0 0.0 0.0
H -0.9717 -2.3291 2.0122 -0.2 -0.2 0.7
H -2.0701 -4.1457 3.1994 0.0 -0.1 0.1
H -1.8743 -4.3395 5.6668 0.0 0.0 0.0
H -0.5995 -2.6386 6.9317 0.0 0.0 0.0
H 0.5029 -0.7772 5.7494 -0.1 0.0 0.1
H 3.3198 0.0982 1.4591 0.1 0.0 0.0
H 5.6252 0.6473 2.1558 0.0 -0.1 0.0
H 6.1026 1.1232 4.5483 0.0 0.0 0.0
H 4.2611 1.1989 6.1762 0.0 0.0 0.0
H 1.9454 0.7610 5.4589 0.1 0.0 0.0
C 0.7964 -0.8678 -1.4196 0.2 0.0 -0.9
Ge -0.2534 -0.1154 -2.9576 0.1 0.4 -0.2
C 0.3706 -1.1784 -4.4983 0.0 0.1 0.3
C -0.3737 -1.0892 -5.6749 0.0 0.0 0.1
C -0.0016 -1.7997 -6.8040 -0.1 0.0 0.0
C 1.1153 -2.6235 -6.7668 0.0 0.0 0.0
C 1.8673 -2.7176 -5.6064 0.0 0.0 0.0
C 1.5017 -1.9885 -4.4837 0.0 0.1 0.0
C -2.2007 -0.4097 -2.9135 0.5 0.1 0.0
C -2.6781 -1.6802 -3.2294 0.0 0.0 0.0
C -4.0415 -1.9280 -3.2871 0.0 0.0 0.0
C -4.9457 -0.9037 -3.0432 0.0 0.0 0.0
C -4.4829 0.3704 -2.7474 0.0 0.1 0.0
C -3.1183 0.6111 -2.6833 0.1 0.0 0.0
C 0.2989 1.7484 -3.3007 -0.2 -0.4 0.2
C -0.5183 2.6431 -3.9883 0.0 -0.1 0.1
C -0.0639 3.9153 -4.3068 -0.1 0.1 0.0
C 1.2160 4.3108 -3.9460 0.0 0.0 0.0
C 2.0491 3.4229 -3.2804 0.0 0.0 0.0
C 1.5935 2.1496 -2.9672 0.0 -0.1 0.1
H 1.8267 -0.8765 -1.7873 -0.1 0.0 0.1
H -1.2532 -0.4541 -5.6961 0.0 -0.1 -0.1
H -0.5876 -1.7123 -7.7096 0.0 0.0 0.0
H 1.4022 -3.1851 -7.6458 0.0 0.0 0.0
H 2.7353 -3.3634 -5.5734 0.0 0.0 0.0
H 2.1138 -2.0614 -3.5904 0.0 -0.1 0.0
H -1.9834 -2.4831 -3.4496 0.0 0.0 0.0
H -4.4019 -2.9158 -3.5427 0.0 0.0 0.0
H -6.0092 -1.0954 -3.0944 0.0 0.0 0.0
H -5.1846 1.1811 -2.5916 0.0 0.0 0.0
H -2.7540 1.6096 -2.4681 -0.1 0.1 0.0
H -1.5105 2.3297 -4.2928 0.0 0.1 0.0
H -0.7068 4.5941 -4.8522 0.0 0.0 0.0
H 1.5698 5.3009 -4.2000 0.0 0.0 0.0
H 3.0595 3.7149 -3.0241 0.0 0.0 0.0
H 2.2744 1.4417 -2.5000 0.0 0.1 0.0
```
Positions in Å, forces in eV/Å.

Calculated values
HOMO (alpha / beta) in eV: -10.3 / -10.4
Electronic energy in eV: -215642.715
Charge: +1
Relative energy (zero: lowest compared OMol25 entry of this formula, charge and spin) in kcal per mole: 91.2
LUMO energy (alpha / beta) in eV: -3.5558 / -3.6692
HOMO-LUMO gap (alpha / beta) in eV: 6.75 / 6.72
Strongest force on any atom in eV Å⁻¹: 3.187
Multiplicity: 1

***

Entry 3:
Density functional theory data (ωB97M-V/def2-TZVPD) for a structure of composition C56H70BrN6O10P4TeTl.

Geometry as XYZ:
```
149
Properties=species:S:1:pos:R:3:forces:R:3
Tl 0.2168 0.2956 0.3082 0.0 -0.1 0.0
C 0.3330 5.1539 0.1918 0.0 0.0 0.1
C -0.6777 4.5859 1.1567 0.0 0.0 0.1
C -1.1698 5.5963 2.1673 0.0 0.0 0.0
O -1.8134 4.1336 0.3399 0.0 0.0 0.0
P -2.6896 2.8976 0.7496 0.1 -0.2 -0.2
O -1.9951 1.6803 1.2109 0.0 0.1 0.1
C -3.6062 2.6423 -0.7822 0.0 0.0 0.0
P -2.5831 2.0248 -2.1408 0.0 0.0 0.2
O -1.6482 0.9790 -1.7050 0.1 0.0 -0.1
O -3.6230 1.5695 -3.2472 0.0 0.0 -0.1
C -4.1324 0.2000 -3.2117 0.0 0.0 0.0
C -3.2132 -0.6845 -4.0243 0.0 0.0 0.0
C -5.5474 0.2535 -3.7386 0.0 0.0 0.0
O -1.8662 3.2554 -2.7976 0.1 0.0 0.0
C -2.5561 4.3348 -3.4913 0.0 -0.1 0.0
C -2.1275 4.2754 -4.9405 0.0 0.0 0.0
C -2.1872 5.6278 -2.8020 0.0 0.0 0.0
O -3.7353 3.4634 1.7913 -0.1 0.1 0.0
C -4.2039 2.7526 2.9770 0.0 0.0 0.0
C -3.0810 2.5827 3.9803 0.0 0.0 0.0
C -4.8735 1.4488 2.5929 0.0 0.0 0.0
H 1.2196 5.4730 0.7415 0.0 0.0 0.0
H -0.0874 6.0160 -0.3287 0.0 0.0 0.0
H 0.6351 4.4024 -0.5322 0.0 0.0 -0.1
H -0.2618 3.7025 1.6412 0.0 0.0 0.0
H -1.5806 6.4708 1.6592 0.0 0.0 0.0
H -0.3320 5.9152 2.7878 0.0 0.0 0.0
H -1.9388 5.1785 2.8147 0.0 0.0 0.0
H -4.0998 3.5701 -1.0780 -0.1 0.0 0.0
H -4.3700 1.8868 -0.5796 0.0 0.0 0.0
H -4.1301 -0.1363 -2.1698 0.0 0.0 0.0
H -3.1411 -0.3097 -5.0464 0.0 0.0 0.0
H -3.6116 -1.6996 -4.0510 0.0 0.0 0.0
H -2.2181 -0.7100 -3.5827 0.0 0.0 0.0
H -5.5528 0.6308 -4.7618 0.0 0.0 0.0
H -6.1708 0.9044 -3.1265 0.0 0.0 0.0
H -5.9817 -0.7461 -3.7346 0.0 0.0 0.0
H -3.6331 4.1552 -3.4214 0.0 0.0 0.0
H -1.0511 4.4344 -5.0155 0.0 0.0 0.0
H -2.6358 5.0522 -5.5127 0.0 0.0 0.0
H -2.3719 3.3067 -5.3738 0.0 0.0 0.0
H -1.1104 5.7883 -2.8704 0.0 0.0 0.0
H -2.4606 5.6071 -1.7479 0.0 0.0 0.0
H -2.6969 6.4613 -3.2865 0.0 0.0 0.0
H -4.9507 3.4406 3.3762 0.0 0.0 0.0
H -2.3260 1.8924 3.6063 0.0 0.0 0.0
H -3.4907 2.1883 4.9116 0.0 0.0 0.0
H -2.6061 3.5387 4.2004 0.0 0.0 0.0
H -4.1498 0.7566 2.1620 0.0 0.0 0.0
H -5.6790 1.6198 1.8777 0.0 0.0 0.0
H -5.3034 0.9855 3.4814 0.0 0.0 0.0
Te 0.7343 -5.5707 -1.2369 -0.1 0.0 0.1
C 1.4269 -6.4410 0.5625 0.1 0.0 0.0
C 0.5294 -6.9848 1.4720 0.0 0.0 0.0
C 1.0157 -7.4544 2.6847 0.0 0.0 0.0
N 2.2995 -7.4158 3.0326 0.0 0.0 0.0
C 3.1512 -6.9102 2.1438 0.0 0.0 0.0
C 2.7725 -6.4176 0.9019 0.0 -0.1 0.0
C 0.5606 -3.6711 -0.3272 0.0 0.1 -0.2
P 1.9408 -2.5273 -0.3041 -0.1 -0.2 0.0
C 2.4591 -2.2282 1.4179 0.0 0.0 0.0
C 2.3504 -3.1702 2.4375 0.0 0.0 0.0
C 2.8643 -2.8959 3.6965 0.0 0.0 0.0
C 3.5004 -1.6848 3.9398 0.0 0.0 0.0
C 3.6139 -0.7409 2.9277 0.0 0.0 0.0
C 3.0893 -1.0085 1.6720 0.0 0.0 0.0
C 3.4175 -3.3253 -1.0235 0.0 0.0 0.0
C 4.5235 -3.7154 -0.2744 0.1 0.0 0.0
C 5.6550 -4.2229 -0.9017 0.0 0.0 0.0
C 5.6958 -4.3405 -2.2820 0.0 0.0 0.0
C 4.6031 -3.9388 -3.0410 0.0 0.0 0.0
C 3.4809 -3.4266 -2.4147 -0.1 0.0 0.0
P -1.0538 -2.8886 -0.1287 0.1 0.1 0.0
C -1.4003 -2.8897 1.6661 -0.1 0.0 0.0
C -2.1354 -1.8237 2.1786 0.0 0.0 0.0
C -2.4798 -1.7888 3.5241 0.0 0.0 0.0
C -2.0815 -2.8141 4.3685 0.0 0.0 0.0
C -1.3417 -3.8793 3.8671 0.0 0.0 0.0
C -1.0063 -3.9162 2.5235 0.0 0.0 0.0
C -2.2875 -4.0697 -0.7707 0.0 0.0 0.0
C -2.4790 -4.0603 -2.1537 0.1 0.0 0.0
C -3.3973 -4.9063 -2.7519 0.0 -0.1 0.0
C -4.1590 -5.7638 -1.9675 0.0 0.0 0.0
C -3.9953 -5.7633 -0.5906 0.0 0.0 0.0
C -3.0654 -4.9208 0.0063 0.0 0.0 0.0
H -0.5295 -7.0301 1.2515 0.0 0.0 0.0
H 0.3354 -7.8773 3.4158 0.0 0.0 0.0
H 4.1943 -6.8917 2.4392 0.0 0.0 0.0
H 3.5128 -6.0123 0.2260 0.0 0.0 0.0
H 1.8801 -4.1245 2.2375 0.0 0.0 0.0
H 2.7737 -3.6310 4.4859 0.0 0.0 0.0
H 3.8996 -1.4733 4.9233 0.0 0.0 0.0
H 4.1033 0.2077 3.1067 0.0 0.0 0.0
H 3.1886 -0.2574 0.8939 0.0 0.0 0.0
H 4.5084 -3.6240 0.8043 0.0 0.0 0.0
H 6.5073 -4.5223 -0.3057 0.0 0.0 0.0
H 6.5801 -4.7311 -2.7681 0.0 0.0 0.0
H 4.6309 -4.0168 -4.1197 0.0 0.0 0.0
H 2.6343 -3.1058 -3.0129 0.0 0.0 0.0
H -2.4153 -1.0009 1.5281 0.0 0.0 0.0
H -3.0399 -0.9487 3.9147 0.0 0.0 0.0
H -2.3360 -2.7795 5.4196 0.0 0.0 0.0
H -1.0221 -4.6772 4.5253 0.0 0.0 0.0
H -0.4330 -4.7471 2.1307 0.0 0.0 0.0
H -1.8928 -3.3828 -2.7659 0.0 0.0 0.0
H -3.5224 -4.8966 -3.8270 0.0 0.0 0.0
H -4.8811 -6.4248 -2.4283 0.0 0.0 0.0
H -4.5919 -6.4230 0.0259 0.0 0.0 0.0
H -2.9505 -4.9326 1.0831 0.0 0.0 0.0
O 0.3772 -0.6729 5.3657 -0.1 0.2 -0.3
N 0.4885 -0.2928 4.2445 0.0 0.0 0.0
O -0.1999 0.3343 3.5043 0.2 -0.1 0.4
Br 0.4079 4.5093 5.9575 0.0 0.0 0.0
C 1.8382 4.4194 4.7061 0.0 0.0 0.0
C 2.9461 5.2333 4.8776 0.0 0.0 0.0
C 3.9835 5.1426 3.9586 0.0 0.0 0.0
C 3.9079 4.2572 2.8926 0.0 0.0 0.0
C 2.7797 3.4673 2.7213 0.0 0.0 0.0
C 1.7394 3.5445 3.6416 0.0 0.0 0.0
C 2.6589 2.5240 1.5339 0.0 -0.1 0.1
O 3.6894 2.1805 0.9472 0.1 0.0 -0.1
O 1.4716 2.1711 1.2646 -0.2 0.1 -0.1
H 2.9994 5.9160 5.7139 0.0 0.0 0.0
H 4.8576 5.7684 4.0843 0.0 0.0 0.0
H 4.7136 4.1643 2.1768 0.0 0.0 0.0
H 0.8720 2.9134 3.5093 0.0 0.0 0.0
C 1.2037 0.2343 -3.1548 -0.1 -0.1 0.0
N 1.7929 0.8767 -1.9763 0.0 0.0 0.0
C 1.6129 2.3313 -2.0971 0.0 0.0 0.0
N 2.2151 2.8590 -3.3232 0.0 0.0 0.0
C 1.6149 2.1615 -4.4620 0.0 0.0 0.0
N 1.8076 0.7079 -4.4021 0.0 0.0 0.0
C 3.2502 0.4479 -4.3361 0.0 0.0 0.0
N 3.8865 1.0940 -3.1904 0.0 0.0 0.0
C 3.2417 0.6048 -1.9680 0.0 0.0 0.0
C 3.6462 2.5352 -3.2875 0.0 0.0 0.0
H 0.1336 0.4457 -3.1675 0.0 0.0 0.0
H 1.3506 -0.8467 -3.0691 0.0 0.0 0.0
H 2.0839 2.7979 -1.2315 0.0 0.0 0.0
H 0.5430 2.5562 -2.0995 0.0 0.0 0.0
H 2.0626 2.5385 -5.3846 0.0 0.0 0.0
H 0.5423 2.3712 -4.4760 0.0 0.0 0.0
H 3.7144 0.8141 -5.2552 0.0 0.0 0.0
H 3.4118 -0.6309 -4.2675 0.0 0.0 0.0
H 3.6780 1.0927 -1.0943 0.0 0.0 0.0
H 3.3957 -0.4753 -1.8999 0.0 0.0 0.0
H 4.1171 2.9129 -4.1983 0.0 0.0 0.0
H 4.0960 3.0253 -2.4224 0.0 0.0 0.0
```
Positions in Å, forces in eV/Å.

Calculated values
HOMO (alpha / beta) in eV: -7.0 / -7.6
Electronic energy in eV: -207810.915
Charge: 0
Relative energy (zero: lowest compared OMol25 entry of this formula, charge and spin) in kcal per mole: 4.4
LUMO energy (alpha / beta) in eV: -1.1983 / -1.2663
HOMO-LUMO gap (alpha / beta) in eV: 5.78 / 6.35
Strongest force on any atom in eV Å⁻¹: 0.429
Multiplicity: 1